1.
Molecular formula: C2H5O
Method: DFT, ωB97M-V/def2-TZVPD

The value obtained for the HOMO energy is -2.1 eV. The calculation puts the total energy at -4200.2842 eV. The relative energy (zero: lowest compared OMol25 entry of this formula, charge and spin) comes out at 145.8 kJ/mol. The calculation puts the frontier orbital gap at 6.710 eV.

ORCA input file:
```
! RIJCOSX wB97M-V def2-TZVPD def2/J DEFGRID3
* xyz -1 1
H 0.0803 0.0357 1.8816
H 0.1072 -0.9519 0.2736
H -1.0111 1.7952 0.3905
O 1.5691 -1.3927 -1.2001
H 2.0101 -0.6311 -1.6015
H -1.6176 0.4412 -0.7045
C -0.1220 -0.0222 0.8157
C -1.0160 0.7258 0.1447
*
```


2.
Molecular formula: C23H19F6N2O6S
Method: DFT, ωB97M-V/def2-TZVPD

The value obtained for the HOMO energy is -2.8 eV. The calculation puts the total energy at -66565.1328 eV. The calculation puts the frontier orbital gap at 3.867 eV.

ORCA input file:
```
! RIJCOSX wB97M-V def2-TZVPD def2/J DEFGRID3
* xyz -1 1
F 5.3625 -5.4267 3.3932
C -2.2466 2.5601 0.3924
H 0.9736 2.1675 -5.2551
C 2.4664 -4.3088 2.8096
H 3.4038 -0.6217 3.4677
H 2.6573 1.6399 -6.5366
C -1.6299 2.0355 -0.8240
C 0.5069 1.4241 -1.9881
H -4.0346 1.5011 -3.8626
H 5.1364 -2.2561 2.8448
H 1.4683 -0.1794 -0.9606
C -4.2436 3.2791 1.5943
O -0.7411 -2.7960 4.9877
H 2.6825 -0.9847 -2.9425
H -0.2791 2.9113 -3.3016
C -0.2891 1.8335 -0.8353
C 1.9238 0.5242 -4.2439
F 4.3608 -5.7910 1.4730
C 0.8117 -1.1560 3.7707
C -2.4934 1.7030 -1.9592
H 1.0494 -0.1296 3.9626
C 3.7818 -3.8841 2.6810
C 1.3785 0.3345 -1.9012
C -4.6667 1.8243 -3.0357
H 0.2301 1.9859 0.0990
H -5.3179 3.3778 1.4371
O -5.6112 2.9291 -0.7295
H -4.0542 2.5728 2.4016
N -3.6258 2.7966 0.3855
C 4.8741 -4.8523 2.2832
H -5.1719 2.7517 -3.2988
O -1.5707 2.7978 1.3771
O 2.6232 -0.0097 -5.3182
O -1.2503 -2.2062 2.5755
F -1.4447 0.7680 3.5869
C 0.4028 2.0819 -3.2209
C 2.3410 0.5957 -6.5554
C 3.1410 -1.6520 3.2848
F -2.9611 -0.3748 4.7205
H 2.8995 0.0651 -7.3275
H 0.4623 -3.7662 3.2688
C 1.0896 1.6481 -4.3206
O -2.0793 1.1478 -2.9606
C 1.4829 -3.4265 3.1629
C 4.1041 -2.5586 2.9360
C 1.7815 -2.0537 3.4108
S -0.8919 -1.7107 3.9519
H -5.4067 1.0549 -2.8239
H 1.2730 0.5209 -6.7703
H 2.2389 -5.3469 2.6189
N -3.8461 2.0480 -1.8747
C -4.4356 2.6124 -0.7404
C 2.0583 -0.1103 -3.0019
F 5.8468 -4.1763 1.6487
F -1.0393 0.1834 5.6692
H -3.8226 4.2476 1.8590
C -1.6593 -0.1451 4.5348
*
```


3.
Molecular formula: CH5IN2
Method: DFT, ωB97M-V/def2-TZVPD

The value obtained for the HOMO energy (alpha / beta) is -7.5 / -9.4 eV. The calculation puts the total energy at -12194.4013 eV. The relative energy (zero: lowest compared OMol25 entry of this formula, charge and spin) comes out at 59.8 kJ/mol. The calculation puts the frontier orbital gap (alpha / beta) at 8.104 / 7.865 eV. The expectation value of S² is 2.01.

ORCA input file:
```
! RIJCOSX wB97M-V def2-TZVPD def2/J DEFGRID3
* xyz 0 3
H -1.5827 0.9535 -0.6418
C -1.8872 0.2187 -0.0328
I -3.9717 -0.0669 0.0135
H 1.9792 1.0238 -0.3334
H -1.4720 -0.6617 -0.2822
N 1.7552 0.1581 0.3375
H 2.4933 -1.6286 0.5192
H -1.4561 0.3865 0.8923
N 2.4400 -0.7867 -0.0907
*
```


4.
Molecular formula: CH3NO3
Method: DFT, ωB97M-V/def2-TZVPD

The value obtained for the HOMO energy is -10.8 eV. The calculation puts the total energy at -8710.1084 eV. The relative energy (zero: lowest compared OMol25 entry of this formula, charge and spin) comes out at 661.7 kJ/mol. The calculation puts the frontier orbital gap at 11.771 eV.

ORCA input file:
```
! RIJCOSX wB97M-V def2-TZVPD def2/J DEFGRID3
* xyz 0 1
C -0.6404 0.7316 -0.6115
H -0.9200 1.7669 -0.4061
N 0.4624 -1.0109 0.3524
H -1.3532 0.2034 0.0118
H -0.4882 0.6107 -1.7240
O 1.6853 -1.4494 0.7109
O 0.7125 -1.1478 1.7044
O 0.5416 0.2956 -0.0378
*
```


5.
Molecular formula: C31H49F2N4O21S2Ti
Method: DFT, ωB97M-V/def2-TZVPD

The value obtained for the HOMO energy (alpha / beta) is -7.2 / -10.6 eV. The calculation puts the total energy at -132116.6157 eV. The calculation puts the frontier orbital gap (alpha / beta) at 6.603 / 9.708 eV. The expectation value of S² is 3.75.

ORCA input file:
```
! RIJCOSX wB97M-V def2-TZVPD def2/J DEFGRID3
* xyz 0 4
S -27.9793 -25.1017 -22.6170
H -29.7075 -20.2452 -20.1111
H -24.7905 -24.7191 -19.0527
O -26.4818 -24.9681 -15.1946
C -31.3869 -22.9418 -18.2346
N -22.4784 -21.8573 -20.1837
H -26.0320 -27.4956 -23.8527
H -31.8828 -23.5511 -20.1673
C -25.3717 -20.9306 -18.3798
C -26.6171 -25.5542 -16.2110
C -25.0187 -28.2206 -22.1343
H -28.3838 -23.6417 -28.7168
O -28.3377 -30.3252 -20.3776
H -32.2790 -27.0010 -26.1633
H -30.2658 -28.0489 -20.6749
C -23.8551 -20.7102 -18.2780
F -28.0012 -26.2991 -23.6709
H -21.9170 -24.4394 -19.3127
H -27.5764 -27.9742 -17.0935
H -29.7856 -22.6564 -21.2708
H -28.7945 -21.3111 -25.9074
C -26.7795 -27.3712 -17.5405
C -30.0754 -28.8557 -19.9645
C -29.5077 -30.8947 -20.7332
F -25.0219 -22.9897 -22.1813
C -22.9305 -27.2610 -22.8873
H -25.2095 -27.2630 -21.6404
H -29.1858 -22.7785 -25.1084
C -28.4685 -17.0876 -24.3641
C -30.5095 -20.9568 -20.3153
O -27.2807 -25.1365 -17.3253
H -22.9938 -23.9845 -18.0722
H -28.0575 -26.3778 -18.9429
H -31.1112 -25.1163 -24.0441
H -30.7052 -26.1025 -26.1191
O -28.9070 -16.8194 -23.1029
C -31.4242 -26.7013 -25.5628
H -28.3271 -29.1211 -18.7204
H -20.8741 -27.3097 -22.4019
H -27.6724 -22.3247 -27.7212
C -25.9239 -22.1247 -17.5695
Ti -25.1082 -25.0024 -24.5953
C -28.2934 -23.2204 -27.7160
N -31.7026 -22.5948 -17.1872
C -26.0266 -28.4048 -23.2436
C -23.9961 -25.3300 -19.4790
H -25.6495 -21.1132 -19.4215
C -23.0753 -27.0360 -18.2683
H -21.1587 -27.3243 -24.1534
C -21.5249 -27.6844 -23.1936
H -21.4365 -28.7672 -23.2273
O -29.0307 -24.3151 -23.2322
H -28.5851 -18.1556 -21.5995
H -26.7698 -22.5312 -18.1178
H -30.9234 -20.7009 -21.2932
O -28.3726 -25.7464 -21.3971
C -22.7356 -24.8317 -18.7093
H -27.0281 -28.4241 -22.8136
C -27.1883 -26.1474 -18.3289
O -28.5816 -18.4139 -24.6443
O -26.1397 -26.8025 -16.4203
H -28.0593 -28.2035 -20.2000
H -30.6585 -28.6200 -19.0737
O -22.3499 -25.9626 -17.9506
O -23.6511 -28.3094 -22.5497
C -28.5836 -29.0612 -19.7778
C -30.0134 -22.4090 -20.2349
H -32.7739 -25.5465 -24.2469
H -25.8136 -29.2844 -23.8462
O -24.0874 -26.6900 -19.1136
O -22.9235 -28.1348 -17.8608
H -25.1694 -28.9656 -21.3538
O -29.5316 -31.9700 -21.2506
C -31.7686 -25.9682 -24.2300
H -29.9322 -22.0096 -27.9858
H -30.5098 -21.6412 -25.5554
C -30.8776 -28.0027 -23.7756
H -26.2842 -21.8078 -16.5910
C -29.6680 -22.7476 -27.2244
O -30.5041 -28.9761 -23.1911
H -23.8823 -25.1529 -20.5452
O -27.2836 -22.1947 -22.4553
H -23.6150 -19.6501 -18.3530
C -27.6196 -24.2428 -26.8849
H -28.3438 -19.8365 -23.1325
C -23.0598 -21.3815 -19.3141
H -29.9828 -19.6468 -23.7178
N -26.5233 -24.6793 -22.9130
C -29.0647 -19.1048 -23.4959
O -28.0893 -16.2587 -25.1054
H -23.5015 -21.1173 -17.3282
H -29.0941 -22.4001 -19.6489
C -29.2654 -18.0142 -22.4403
O -26.5721 -23.5306 -20.5193
N -27.0898 -25.0616 -26.2786
H -25.9352 -20.0259 -18.1511
H -30.2944 -17.9641 -22.0859
S -26.5507 -23.3047 -21.9372
H -30.4374 -23.5207 -27.2389
C -30.9801 -23.3895 -19.5731
O -30.5346 -30.1187 -20.4341
H -31.2892 -20.7307 -19.5834
H -25.1455 -22.8708 -17.4040
C -29.5662 -22.0866 -25.8637
O -23.3043 -26.1063 -22.9880
O -30.7204 -27.8448 -25.0878
H -26.4161 -25.8416 -19.0351
O -31.4927 -26.9391 -23.2431
H -26.1253 -27.9896 -18.1564
H -30.4973 -24.3681 -19.5690
*
```


6.
Molecular formula: C30H45ClO2OsP2
Method: DFT, ωB97M-V/def2-TZVPD

The value obtained for the HOMO energy (alpha / beta) is -11.6 / -11.5 eV. The calculation puts the total energy at -69477.5516 eV. The relative energy (zero: lowest compared OMol25 entry of this formula, charge and spin) comes out at 246.7 kJ/mol. The calculation puts the frontier orbital gap (alpha / beta) at 4.191 / 2.360 eV. The expectation value of S² is 6.05.

ORCA input file:
```
! RIJCOSX wB97M-V def2-TZVPD def2/J DEFGRID3
* xyz 2 5
H -1.7921 -3.6581 -1.1597
H -2.1064 -3.6310 0.5872
C -1.2530 1.9023 -4.7895
C -0.7147 3.7661 0.1213
H 2.2732 0.8888 0.9052
C 1.0151 -3.9765 -1.0202
H -0.2175 3.5764 -5.6037
C -0.6475 6.2939 3.6345
Os -0.4062 0.6092 -3.5927
H 1.8397 0.1712 2.4695
H 1.8202 2.6705 -5.5270
C 2.8391 3.4490 -2.8358
H -2.8310 0.4046 -4.6616
C -1.9057 5.0878 1.9410
H 1.4526 4.8376 1.3675
H 0.2264 -4.2690 -1.7258
H -2.8029 6.2145 3.5610
C 0.5186 5.1175 1.8633
C 1.4454 0.4494 1.4799
C -0.6427 -2.2349 -0.0635
H -2.8843 -2.3829 -3.3263
H 4.3919 0.3224 -2.6717
H 2.0460 4.0042 -2.3132
H 3.9457 0.9843 -1.0649
H -1.4728 0.9620 0.6062
C -0.5178 -0.9666 0.5752
C 0.6960 -0.5225 -4.6915
C -1.8909 -2.9949 -0.2907
H 3.3395 -2.6783 1.1632
H -4.1721 1.2330 -3.0785
P 2.4413 1.7260 -2.7215
C 3.5531 0.5433 -1.9926
H 1.1556 -4.8100 -0.3119
Cl -0.6028 7.2630 5.0430
C -1.7938 0.5374 -4.9733
C -0.3084 2.4959 -5.8051
H -2.0002 2.6097 -4.4015
P -2.7258 -0.4308 -1.9740
H -2.7669 -2.3392 -0.4403
H -0.0311 -2.0254 -6.0211
H 1.9526 -3.8639 -1.5837
H -4.7287 0.7263 -1.4231
C 3.0588 -2.0205 0.3241
H 1.3826 1.4227 -6.6923
C 1.5958 -1.8148 0.2443
H 3.5828 -1.0694 0.4732
H -1.5915 0.0325 2.1116
C -1.5969 -0.0608 1.0101
H 2.3574 0.8096 -4.3221
C 0.6690 -2.7166 -0.3318
H -3.3234 1.8470 -1.6074
H 3.4334 -2.4970 -0.5918
H -2.8485 4.7621 1.5172
C 1.2583 0.8713 -4.6060
H -0.7100 2.4232 -6.8321
O -1.7193 3.0517 -0.1002
H -1.4182 0.2637 -7.0814
H 3.8031 3.6080 -2.3329
C 0.7598 1.5280 -2.0748
H -4.4805 -1.9830 -2.6065
H 1.3367 -1.2855 -4.2431
C -1.8767 5.8930 3.0888
H 0.7349 0.8575 -1.2029
C 0.5587 5.8977 3.0212
H -2.5831 -0.4256 0.6969
H -3.8818 -1.0994 -4.0713
H 1.5086 6.2135 3.4451
C -3.8638 0.9940 -2.0509
H 2.9065 3.7680 -3.8852
C 1.0974 1.8635 -5.7256
H 0.3695 2.5304 -1.7852
C -1.3664 -0.3137 -6.1455
O 0.3823 3.8286 -0.5353
H 0.6904 1.2296 1.6298
H 3.0303 -0.3954 -1.7667
C -3.6003 -1.5713 -3.1206
C 0.0531 -0.9272 -5.9872
C -0.7052 4.6802 1.3320
H 0.7016 -0.6504 -6.8320
H -2.0795 -1.1547 -6.2263
C 0.8693 -0.7155 0.7811
*
```